No. 1
Here is a cluster of 2 separate species, C2H2OS in total at a distorted geometry from the OMol25 dataset. Energies are from ωB97M-V/def2-TZVPD.

```
6
Properties=species:S:1:pos:R:3:forces:R:3:mulliken_charge:R:1
S -1.367 -1.532 -0.522 -1.614 -1.051 -0.769 0.2861
O -2.469 -2.383 -1.091 1.055 0.765 0.557 -0.3240
C 1.048 1.528 0.541 1.038 1.390 -0.334 -0.2812
C 0.818 0.385 0.288 0.872 3.666 0.811 -0.5183
H 1.452 2.545 0.602 -0.644 -0.980 0.146 0.3749
H 0.517 -0.542 0.181 -0.708 -3.790 -0.412 0.4625
```
Forces are in eV/Å.

Computed properties:
LUMO (alpha / beta) (eV): -1.87 / -1.87
Total charge: 0
SMILES string: C#C.O=S
Energy above the lowest of the compared OMol25 structures with the same formula, charge and spin (kcal/mol): 75.72
HOMO-LUMO gap (alpha / beta) (eV): 7.8 / 7.7
HOMO level (alpha / beta) (eV): -9.6239 / -9.6064
E_tot (Eh): -550.6676

No. 2
Here is the molecule C6H6Cl2 at a distorted geometry from the OMol25 dataset. Energies are from ωB97M-V/def2-TZVPD.

```
14
Properties=species:S:1:pos:R:3:forces:R:3:mulliken_charge:R:1
Cl -2.781 -0.888 0.157 1.244 -0.375 0.115 -0.2035
Cl 2.585 -0.875 -0.525 -0.267 -0.342 -1.058 -0.2614
C 1.916 0.866 1.176 -6.673 -0.902 1.351 -0.9571
C -1.372 1.251 -0.505 0.221 4.791 -2.176 -0.0691
C -0.010 -0.649 0.201 0.979 -2.864 0.891 -0.1775
C -0.390 2.358 -0.448 -3.951 -3.550 -0.128 -0.6889
C 1.286 0.038 0.260 2.687 0.083 2.572 0.4211
C -1.181 -0.121 0.039 -3.052 3.665 -1.045 0.4206
H 1.469 1.294 2.180 0.038 -0.611 -2.581 0.2519
H -0.205 3.274 -1.006 -1.370 -0.301 -0.616 0.2541
H -2.491 1.409 -1.194 3.988 -0.595 1.952 0.1631
H 2.904 0.911 1.250 4.113 0.184 -0.470 0.4172
H 0.250 2.412 0.373 1.069 -0.718 1.071 0.1890
H -0.090 -1.783 0.308 0.974 1.534 0.123 0.2406
```
Forces are in eV/Å.

Computed properties:
LUMO (eV): -0.42
Total charge: 0
SMILES string: C=C/C(Cl)=C\C(=C)Cl
Energy above the lowest of the compared OMol25 structures with the same formula, charge and spin (kcal/mol): 99.24
HOMO-LUMO gap (eV): 8.6
HOMO level (eV): -9.0183
E_tot (Eh): -1152.4339

No. 3
Here is the ion C9H17N2 with charge +1 at a distorted geometry from the OMol25 dataset. Energies are from ωB97M-V/def2-TZVPD.

```
28
Properties=species:S:1:pos:R:3:forces:R:3:mulliken_charge:R:1
N -3.126 -0.100 -0.280 -0.031 -0.135 -0.059 -0.3777
N -1.101 -1.130 -0.539 -0.738 -0.108 -0.201 -0.0543
C -1.802 -0.095 -0.140 -0.302 0.068 0.041 0.6771
C 2.657 -0.759 -1.233 -0.152 -0.002 0.110 -1.6915
C 1.065 -0.102 0.617 -1.379 -2.293 -2.181 -0.8778
C -1.165 1.100 0.479 0.392 0.182 0.170 -1.2397
C 1.288 -0.211 -0.871 -0.125 -0.181 -0.035 2.1153
C 0.844 0.866 -1.847 0.070 -0.026 0.068 -1.8592
C 0.083 0.775 1.326 -0.180 -0.048 0.185 0.3600
C 0.293 -1.298 -0.466 2.570 2.434 2.250 -1.0532
C -0.330 0.137 2.658 0.046 0.188 -0.155 -1.5153
H -3.680 0.690 0.008 0.100 -0.013 0.025 0.2486
H -1.897 1.603 1.112 -0.046 -0.047 -0.077 0.5394
H -0.983 0.806 3.214 -0.071 0.025 0.065 0.4236
H -3.620 -0.880 -0.690 0.021 0.078 0.006 0.1971
H 0.574 1.730 1.547 -0.115 -0.024 -0.082 0.3428
H 1.402 0.764 -2.775 -0.026 -0.012 -0.063 0.4787
H 1.809 -0.573 1.239 0.134 -0.041 0.040 0.4949
H 2.663 -1.136 -2.252 -0.022 -0.046 -0.106 0.4377
H -0.851 -0.806 2.499 -0.018 -0.104 -0.013 0.3269
H 3.396 0.036 -1.158 0.090 0.060 0.014 0.3818
H 2.954 -1.565 -0.568 0.063 -0.088 0.100 0.3977
H 0.627 -2.316 -0.379 -0.058 -0.151 -0.019 0.4578
H -0.886 1.802 -0.307 -0.147 -0.069 -0.082 0.3367
H 1.053 1.857 -1.449 -0.024 0.118 -0.025 0.3396
H -1.602 -1.929 -0.918 -0.014 0.204 0.020 0.2968
H 0.544 -0.057 3.273 0.075 -0.073 0.063 0.4232
H -0.210 0.791 -2.099 -0.113 0.101 -0.059 0.3931
```
Forces are in eV/Å.

Computed properties:
LUMO (eV): -2.95
Total charge: +1
SMILES string: C[C@@H]1CC(=[NH2+])N[C@@H]2[C@H]1C2(C)C
Energy above the lowest of the compared OMol25 structures with the same formula, charge and spin (kcal/mol): 13.69
HOMO-LUMO gap (eV): 9.5
HOMO level (eV): -12.4867
E_tot (Eh): -462.4013

No. 4
Here is the molecule C24H30N4OS from the OMol25 dataset. Energies are from ωB97M-V/def2-TZVPD.

```
60
Properties=species:S:1:pos:R:3:forces:R:3:mulliken_charge:R:1
S -2.026 0.778 2.783 -0.673 -0.086 0.561 -0.3899
O 3.248 -1.136 -0.840 0.221 -0.006 0.217 -0.7421
N 0.227 0.154 1.558 -0.041 0.309 -0.068 0.1942
N -0.777 2.163 0.943 0.623 -0.188 -0.126 0.0155
N 1.847 -1.591 -2.541 0.354 -0.240 -0.241 0.1045
N 0.925 4.878 3.650 -0.011 -0.048 0.059 -0.0987
C -1.480 -2.224 0.536 -0.066 -0.086 0.077 -0.2808
C 1.526 -3.087 -4.982 -0.089 0.092 0.070 -1.7563
C -0.724 4.453 1.859 -0.090 -0.318 0.177 -0.6103
C 1.624 4.285 4.772 0.000 0.024 -0.068 -0.9892
C -0.784 1.044 1.709 -0.052 -0.046 0.003 0.4154
C -0.201 4.055 3.240 0.125 0.082 -0.286 -0.1211
C 0.464 -3.914 -0.466 0.017 -0.108 -0.118 -0.7955
C -0.389 -0.778 -2.621 0.153 -0.252 -0.449 0.1517
C 0.430 -2.255 -4.384 0.014 -0.009 -0.013 1.2569
C 0.642 -1.548 -3.189 -0.723 0.271 -0.115 -0.4079
C -1.779 -3.077 -0.509 -0.079 0.015 0.037 -0.7759
C 0.135 -1.178 2.138 -0.096 -0.237 0.253 -1.6714
C -0.810 -2.168 -4.984 0.085 0.048 0.158 -0.7769
C 2.143 -0.999 -1.338 -0.078 0.037 -0.260 -0.1901
C -0.804 -3.919 -1.019 0.034 -0.112 -0.081 -0.2803
C 0.765 -3.057 0.578 -0.122 0.031 0.225 -0.2269
C 1.327 0.324 0.632 0.213 0.060 -0.155 -2.5458
C -0.136 -0.125 -1.378 0.516 0.037 0.216 0.7262
C 1.051 -0.232 -0.743 -0.240 0.245 -0.165 1.3140
C -0.201 -2.196 1.079 0.087 -0.246 0.117 0.7378
C 0.525 6.237 3.957 0.072 -0.065 -0.105 -0.9922
C -1.631 -0.714 -3.263 0.195 -0.067 -0.017 -0.7060
C -1.564 3.338 1.232 -0.291 0.543 0.002 -1.3101
C -1.836 -1.403 -4.433 -0.177 0.047 -0.017 -0.8826
H 0.131 4.678 1.216 0.032 0.083 -0.018 0.3616
H -1.343 5.347 1.926 -0.003 0.081 -0.073 0.4460
H 2.490 4.900 5.015 0.048 -0.019 0.074 0.3692
H 1.762 -3.050 0.996 0.128 0.044 0.042 0.3234
H 2.593 -2.147 -2.941 -0.044 0.115 0.154 0.2105
H 0.095 6.700 3.071 -0.042 0.110 0.005 0.2999
H 0.993 4.196 5.670 -0.014 -0.005 0.051 0.3502
H 1.226 -4.577 -0.851 0.069 -0.058 -0.044 0.4084
H -2.419 -0.124 -2.820 -0.104 0.070 0.065 0.5127
H 1.180 -3.565 -5.895 0.034 -0.041 -0.040 0.3848
H 2.393 -2.473 -5.227 0.125 -0.021 -0.041 0.3949
H -2.793 -1.360 -4.930 -0.093 0.016 -0.035 0.4058
H -0.951 0.428 -0.933 -0.079 0.034 0.125 0.4818
H -2.773 -3.085 -0.932 -0.096 0.004 -0.039 0.4311
H -0.212 6.285 4.774 -0.038 0.003 0.039 0.3428
H -2.364 3.038 1.912 0.069 0.051 -0.221 0.5309
H 1.973 3.291 4.494 0.027 -0.047 0.051 0.2685
H -2.238 -1.565 0.934 -0.086 0.120 0.057 0.4606
H 1.405 6.808 4.249 -0.015 0.086 0.011 0.3649
H -2.008 3.691 0.296 -0.025 -0.032 0.103 0.3227
H 0.157 3.023 3.195 -0.075 0.024 0.068 0.1719
H -1.026 4.086 3.972 0.036 -0.062 0.024 0.1648
H 1.094 -1.415 2.609 -0.039 0.021 -0.042 0.4654
H 0.024 2.333 0.354 -0.021 -0.091 0.007 0.2215
H 2.190 -0.222 1.029 -0.104 0.183 -0.033 0.4178
H -0.990 -2.709 -5.902 0.021 -0.069 -0.094 0.3867
H -0.644 -1.148 2.903 0.262 -0.029 -0.113 0.5927
H 1.841 -3.868 -4.289 0.101 -0.101 0.014 0.3503
H 1.629 1.376 0.578 0.059 -0.130 0.085 0.7463
H -1.035 -4.577 -1.844 -0.018 -0.067 -0.069 0.4457
```
Forces are in eV/Å.

Computed properties:
LUMO (eV): 0.06
Total charge: 0
SMILES string: Cc1cccc2cc(CN(Cc3ccccc3)C(=S)NCCCN(C)C)c(=O)[nH]c12
Energy above the lowest of the compared OMol25 structures with the same formula, charge and spin (kcal/mol): 6.72
HOMO-LUMO gap (eV): 8.0
HOMO level (eV): -7.9745
E_tot (Eh): -1625.0350